## 1
C2H6N2O2 | ωB97M-V/def2-TZVPD

Computed properties:
gap between HOMO and LUMO = 0.3776 Ha
SMILES = NNC(=O)CO
HOMO level = -9.599 eV
E_LUMO = 0.7 eV
total charge = 0

Cartesian coordinates (Å):
1 N 2.039 -0.786 -0.242
2 N 0.924 0.027 -0.257
3 C -0.292 -0.470 0.145
4 O -0.537 -1.631 0.379
5 C -1.353 0.596 0.325
6 O -0.974 1.878 -0.201
7 H 2.547 -0.706 -1.122
8 H 2.625 -0.597 0.552
9 H 1.005 1.028 -0.304
10 H -1.518 0.744 1.398
11 H -2.298 0.255 -0.129
12 H -1.144 1.855 -1.150

=====

## 2
C2H6N2O2 | ωB97M-V/def2-TZVPD

Computed properties:
gap between HOMO and LUMO = 0.3519 Ha
SMILES = CON(N)C=O
HOMO level = -8.760 eV
E_LUMO = 0.8 eV
total charge = 0

Cartesian coordinates (Å):
1 C -1.303 -0.492 0.085
2 O -0.392 -0.798 -1.018
3 N 0.824 -0.040 -0.832
4 N 0.667 1.321 -0.620
5 C 2.054 -0.785 0.065
6 O 2.938 -0.138 0.506
7 H -2.194 -0.995 -0.132
8 H -1.548 0.577 0.160
9 H -0.752 -0.714 0.960
10 H 0.285 1.608 0.280
11 H 1.212 2.067 -1.244
12 H 1.875 -1.867 0.100

=====

Which structure is most stable, and how do the rest compare? From most to least stable: 1, 2.